# 1
Below is an isolated molecule of C11H16N4O5 at a distorted geometry, with properties calculated with the ωB97M-V functional and the def2-TZVPD basis.

```
36
Properties=species:S:1:pos:R:3:forces:R:3
N -2.412087 2.764899 -0.695721 -1.25 -1.03 -0.43
C -1.921748 1.463656 -0.384920 2.36 -1.84 1.47
C -2.857414 0.411022 -0.866286 -1.55 -2.40 0.16
C -2.534437 -0.955423 -0.249988 -1.63 1.21 2.78
C -3.029764 -1.234818 1.067696 1.33 0.76 -1.51
N -2.341748 -2.365676 1.405145 -1.03 -1.94 2.46
C -1.633876 -2.787084 0.334582 1.06 0.11 0.52
N -1.653939 -1.918303 -0.629978 -0.69 0.68 -1.06
C -0.618690 1.127492 -1.126154 1.25 -0.73 -3.45
O -0.609202 1.209898 -2.382431 -0.14 0.58 2.72
N 0.533721 0.601827 -0.553679 -2.02 0.92 -0.21
C 0.686441 0.261146 0.808031 -0.58 0.46 0.27
C 1.643737 -0.874127 1.037954 -1.24 -2.21 2.19
C 3.035342 -0.762878 0.517703 0.59 2.08 0.20
C 3.058629 -0.808600 -0.971176 0.49 -1.26 -0.01
O 3.721582 -0.190376 -1.742989 0.49 1.32 -0.43
O 2.372122 -1.885572 -1.384621 -0.30 -0.31 -0.65
C 1.246794 1.386664 1.653549 -1.80 2.37 3.46
O 1.679442 1.233875 2.794718 0.03 0.24 -2.44
O 0.844080 2.665073 1.239365 0.90 -1.65 -0.48
H -1.648870 3.375293 -0.869755 0.57 0.74 -0.31
H -2.828692 2.477099 -1.587916 -0.01 1.60 -0.14
H -1.775958 1.190244 0.701056 -0.30 1.15 -0.78
H -3.854654 0.693141 -0.518454 -0.06 -0.10 0.21
H -2.993765 0.253926 -1.930456 0.62 0.61 -0.44
H -3.590947 -0.634676 1.810868 0.32 -0.65 -0.86
H -2.488536 -2.917179 2.306645 0.36 1.12 -2.01
H -0.939690 -3.605868 0.338914 -0.19 -0.41 0.23
H 1.326362 0.774548 -1.117496 0.79 -0.01 -0.72
H -0.400604 0.048471 1.150942 2.07 0.03 0.11
H 1.691379 -0.986696 2.166417 -0.02 -0.09 -1.35
H 1.219617 -1.791816 0.624165 -0.19 0.09 0.17
H 3.580293 -1.689244 0.743232 0.14 0.53 0.58
H 3.496561 0.206514 0.921950 -0.06 -1.65 -0.69
H 2.547174 -1.927635 -2.341753 -0.25 -0.13 0.16
H 1.264433 3.329178 1.802996 -0.05 -0.23 0.27
```
Positions in Å, forces in eV/Å.

Results
ΔE to the lowest compared entry with this formula, charge and spin	51.6	kcal per mole
2S+1	1
HOMO	-0.3255	hartree
SMILES	N[C@@H](Cc1c[nH]cn1)C(=O)N[C@@H](CCC(=O)O)C(=O)O

---

# 2
Below is an isolated ion of composition C11H16NO and charge +1 at a distorted geometry, with properties calculated with the ωB97M-V functional and the def2-TZVPD basis.

```
29
Properties=species:S:1:pos:R:3:forces:R:3
C 4.251977 0.822537 0.068230 2.27 -3.02 4.34
C 3.815295 -0.142648 0.996830 1.83 2.38 -1.65
C 3.379268 1.115232 -0.959799 -1.98 1.10 -2.71
C 2.553293 -0.826435 0.932778 2.00 1.48 0.05
C 2.122001 0.469262 -1.017593 -0.20 -1.08 1.19
C 1.688681 -0.486812 -0.139105 -2.11 0.18 -2.16
C 0.346340 -1.113869 -0.371349 2.04 3.98 -2.48
C -1.677649 0.921949 0.223042 -0.37 -2.59 -4.22
C -2.299585 1.166642 -1.191976 1.37 -1.08 -0.01
C -2.339348 1.698969 1.194252 -0.42 1.13 3.71
C -0.858488 -3.031312 -0.055039 -3.35 -0.19 -1.84
N -0.773225 0.015977 0.364834 -0.13 0.00 2.77
O 0.137082 -2.154554 0.337584 0.36 -1.63 0.89
H 5.330018 1.110878 0.136561 -1.35 0.16 -0.23
H 4.480618 -0.410260 1.801404 0.14 -0.08 0.08
H 3.562048 1.827813 -1.764682 0.30 -0.14 0.38
H 2.434151 -1.484845 1.692007 -1.11 -2.15 1.87
H 1.423371 0.723522 -1.751902 -0.70 0.60 -1.40
H -2.317389 0.240685 -1.765950 -0.19 -0.41 0.28
H -1.538671 1.705922 -1.816788 -1.20 0.56 0.66
H -3.359598 1.510421 -1.112229 1.27 0.31 -0.29
H -1.573900 2.034507 1.976964 -1.42 -0.04 -0.86
H -3.240340 1.234179 1.721776 1.39 0.04 -0.67
H -2.799866 2.462108 0.595323 0.06 1.18 0.61
H -1.487725 -2.771639 -1.018127 1.57 0.12 1.71
H -1.594042 -3.156717 0.723632 -0.18 0.23 0.47
H -0.472433 -3.988680 -0.231381 0.95 -1.31 -0.28
H 0.109071 -1.042024 -1.472602 -0.35 -0.56 1.25
H -0.510857 -0.206262 1.375623 -0.49 0.81 -1.44
```
Positions in Å, forces in eV/Å.

Results
<S²>	2.015
2S+1	3
charge	+1
HOMO (alpha / beta)	-0.3096 / -0.4720	hartree

---

# 3
Below is an isolated ion of composition C11H16NS and charge +1 at a distorted geometry, with properties calculated with the ωB97M-V functional and the def2-TZVPD basis.

```
29
Properties=species:S:1:pos:R:3:forces:R:3
C 1.695582 2.161828 -2.935895 -3.12 1.80 1.76
C 2.105456 0.908718 -3.197125 2.71 -2.35 -1.95
C 0.611701 2.369398 -2.080303 0.26 -3.49 0.51
C 1.533373 -0.266595 -2.701665 -3.50 1.70 2.37
C -0.050211 1.248506 -1.497657 -0.12 0.80 -0.18
C 0.366678 -0.065485 -1.835402 0.60 -0.25 -0.60
C -1.077837 1.499165 -0.462899 2.87 -4.30 0.11
C -0.397135 -1.247897 -1.161533 1.34 1.67 -1.97
C -0.025963 -0.011233 1.096781 -1.08 1.47 -1.55
C -0.158038 -0.670681 3.510194 0.68 1.90 1.12
C -0.928858 -0.141432 2.318039 0.89 -2.93 -0.64
N 0.025282 -1.333692 0.277374 2.34 0.71 0.53
S 1.555231 0.784890 1.380536 -0.73 -1.16 1.29
H 1.948485 3.109873 -3.335304 1.52 0.18 -0.92
H 2.985194 0.842023 -3.873366 -0.69 -0.30 0.47
H 0.291970 3.309991 -1.788503 -0.49 1.82 0.27
H 1.758065 -1.300190 -2.869994 0.78 -0.08 -0.57
H -1.097440 2.383327 0.061068 -0.02 2.01 0.94
H -1.887579 0.842649 -0.320887 -1.20 -0.37 -0.35
H -1.510575 -1.110193 -1.238220 1.21 -0.33 0.31
H -0.037395 -2.146289 -1.677061 -0.56 -0.08 0.34
H -0.657135 -0.673833 4.484794 -0.50 0.32 -0.39
H 0.713762 0.015760 3.653702 -0.34 -1.00 0.07
H 0.103281 -1.677921 3.373635 0.94 -1.35 -0.34
H -1.268406 0.809243 2.523393 -1.33 1.91 0.39
H -1.711507 -0.919748 2.126021 0.00 1.19 -0.18
H -0.618727 -1.970527 0.651566 -1.23 -1.11 1.29
H 0.983057 -1.814932 0.414937 -1.53 1.15 -0.61
H 1.757473 1.062277 0.135676 0.30 0.45 -1.54
```
Positions in Å, forces in eV/Å.

Results
ΔE to the lowest compared entry with this formula, charge and spin	61.3	kcal per mole
2S+1	1
charge	+1
HOMO (alpha / beta)	-0.4300 / -0.4301	hartree

---

# 4
Below is an isolated molecule of C11H16O3 at a distorted geometry, with properties calculated with the ωB97M-V functional and the def2-TZVPD basis.

```
30
Properties=species:S:1:pos:R:3:forces:R:3
C 1.254938 -2.282383 -0.706811 -2.85 -0.69 -2.51
C 1.457973 -0.867646 -0.429977 1.87 2.72 1.57
C 2.781941 -0.366767 -0.678196 -0.96 -2.75 -0.92
C 3.273623 0.859521 -0.441721 -0.78 2.55 1.57
C 2.418711 1.762900 0.251554 -2.81 -3.90 -1.82
C 1.051868 1.356534 0.459575 3.97 -2.74 -1.10
C 0.547613 0.009588 0.230585 1.69 2.16 -0.31
C -0.893304 -0.073041 0.641210 -1.43 -1.76 -1.62
C -1.548831 -1.528130 0.830575 -0.64 3.83 -1.93
C -1.263470 0.696636 1.947065 -0.22 0.47 -2.34
C -1.782058 0.682777 -0.802947 0.67 -0.73 2.43
O -1.273067 0.250020 -2.010400 -0.14 -2.13 -0.66
O -1.641737 2.076449 -0.758261 -0.19 -0.70 -0.13
O -3.136736 0.323393 -0.671640 0.76 0.12 -0.19
H 2.098058 -2.921464 -1.090855 -0.78 1.14 0.28
H 0.863418 -2.705856 0.206135 -0.30 -0.68 -0.11
H 0.351735 -2.177559 -1.551054 2.13 -1.29 1.97
H 3.416447 -1.138891 -1.119717 0.10 0.39 -0.06
H 4.257173 1.222718 -0.718814 0.06 -0.49 0.01
H 2.696850 2.729339 0.391004 0.76 2.67 0.71
H 0.415395 2.003883 0.909342 -1.58 1.98 1.23
H -1.133677 -2.291764 0.276075 1.03 -1.59 -0.98
H -1.618863 -1.722524 1.842574 -0.02 -0.72 2.02
H -2.544374 -1.322546 0.417422 -0.05 -0.64 0.54
H -2.321259 0.400459 2.097077 0.80 0.07 0.97
H -0.481210 0.641018 2.743023 -1.10 -0.31 -0.48
H -1.335854 1.711053 1.554120 -0.01 0.42 0.84
H -1.459263 -0.733377 -2.222726 0.21 2.44 0.98
H -0.762824 2.319640 -1.096245 -0.28 -0.31 0.08
H -3.689226 1.086019 -0.497964 0.08 0.45 -0.04
```
Positions in Å, forces in eV/Å.

Results
ΔE to the lowest compared entry with this formula, charge and spin	63.7	kcal per mole
2S+1	1
HOMO	-0.3095	hartree
SMILES	Cc1ccccc1C(C)(C)C(O)(O)O

---

Calculated total energy readings, ordered: -1023.99227, -558.26482, -881.31832, -654.38090 a.u.